No. 1
Entry from OMol25: C51H49FI2IrN5O5Te as an isolated structure at a distorted geometry (wB97M-V/def2-TZVPD).

Calculated values
Maximum force   0.0519 hartree/bohr
HOMO energy (alpha / beta)   -9.255 / -9.095 eV
Multiplicity   2
Frontier orbital gap (alpha / beta)   6.27 / 5.70 eV
Energy above the lowest of the compared OMol25 structures with the same formula, charge and spin   521.0 kJ/mol
Charge   +1

CARTESIAN COORDINATES (ANGSTROEM)
Ir -1.280 0.333 0.456
I -0.472 -0.092 4.996
C 1.060 0.006 3.574
C 2.301 0.511 3.892
C 3.288 0.550 2.911
I 5.147 1.405 3.385
C 3.019 0.062 1.648
C 3.969 -0.123 0.489
C 3.265 -0.571 -1.925
C 2.363 0.381 -2.096
N 1.519 0.503 -0.957
C 1.754 -0.414 1.332
C 0.713 -0.426 2.269
O -0.517 -0.799 1.998
H 2.504 0.871 4.890
H 4.842 -0.666 0.848
H 3.968 -0.937 -2.656
H 2.161 0.993 -2.962
F 2.551 6.251 -1.001
C 2.970 4.992 -0.723
C 2.083 3.959 -0.628
C 2.525 2.653 -0.404
C 1.434 1.661 -0.257
O 0.477 1.879 0.491
C 1.698 -0.736 -0.138
C 3.162 -1.046 -0.498
N 4.519 1.122 -0.086
C 5.951 1.068 -0.269
C 6.534 1.310 -1.630
C 6.542 -0.069 -1.046
C 3.909 2.357 -0.253
C 4.762 3.485 -0.265
C 4.323 4.771 -0.497
N 5.191 5.896 -0.478
C 6.604 5.700 -0.745
C 7.122 7.019 -1.365
N 6.139 8.090 -1.019
C 5.827 8.053 0.440
C 4.996 6.776 0.676
C 0.655 -1.783 -0.598
O 1.035 -2.922 -0.781
O -0.527 -1.310 -0.815
H 1.021 4.136 -0.737
H 3.397 -2.096 -0.342
H 6.529 1.403 0.589
H 7.473 1.843 -1.702
H 5.837 1.520 -2.431
H 7.479 -0.473 -0.690
H 5.871 -0.805 -1.464
H 5.807 3.345 -0.040
H 6.732 4.885 -1.452
H 7.167 5.460 0.167
H 7.181 6.954 -2.450
H 8.100 7.295 -0.976
H 5.265 7.836 -1.496
H 6.453 9.007 -1.330
H 5.276 8.947 0.721
H 6.766 8.039 0.990
H 3.937 7.017 0.751
H 5.300 6.294 1.612
C -5.409 -7.970 -3.224
C -4.958 -6.634 -2.698
C -5.683 -5.963 -1.722
C -5.271 -4.729 -1.227
C -6.104 -4.026 -0.186
C -4.085 -4.174 -1.719
Te -3.544 -2.071 -1.044
N -3.192 -0.002 -0.304
C -3.722 1.172 0.009
O -2.911 2.020 0.509
C -5.163 1.471 -0.111
C -5.726 2.381 0.780
C -7.090 2.621 0.756
C -7.894 1.972 -0.170
C -7.333 1.077 -1.070
C -5.972 0.822 -1.039
C -3.183 -2.701 0.935
C -3.829 -2.053 1.996
C -4.959 -1.073 1.823
C -3.450 -2.365 3.296
C -2.489 -3.324 3.571
C -2.077 -3.632 4.981
C -1.916 -4.001 2.501
C -2.234 -3.707 1.184
C -1.573 -4.505 0.097
C -3.357 -4.805 -2.725
C -2.096 -4.219 -3.308
C -3.804 -6.041 -3.191
H -6.364 -8.263 -2.790
H -4.673 -8.740 -2.987
H -5.517 -7.940 -4.310
H -6.602 -6.401 -1.342
H -7.046 -4.548 -0.023
H -6.330 -3.003 -0.504
H -5.572 -3.971 0.766
H -5.085 2.880 1.495
H -7.524 3.313 1.465
H -8.958 2.167 -0.192
H -7.957 0.573 -1.796
H -5.532 0.128 -1.745
H -5.288 -1.000 0.790
H -4.660 -0.079 2.163
H -5.812 -1.386 2.427
H -3.930 -1.840 4.116
H -2.812 -3.264 5.695
H -1.122 -3.151 5.202
H -1.951 -4.705 5.125
H -1.180 -4.774 2.693
H -0.600 -4.863 0.427
H -1.410 -3.905 -0.792
H -2.190 -5.366 -0.167
H -1.932 -3.198 -2.965
H -2.146 -4.216 -4.398
H -1.226 -4.811 -3.015
H -3.233 -6.546 -3.965

Atom charges from the Löwdin analysis, given in e for atoms 1 to 2: atom 1 (Ir): 1.459, atom 2 (I): 1.008

---

No. 2
Entry from OMol25: a 2-piece molecular cluster, C3H9NO2 overall at a distorted geometry (wB97M-V/def2-TZVPD).

Calculated values
Maximum force   0.0666 hartree/bohr
HOMO energy   -8.516 eV
Multiplicity   1
SMILES string   CC(=O)O.CN
Frontier orbital gap   9.20 eV
Energy above the lowest of the compared OMol25 structures with the same formula, charge and spin   159.9 kJ/mol

CARTESIAN COORDINATES (ANGSTROEM)
C 1.631 1.163 0.943
C 1.726 -0.119 0.197
O 0.980 -0.489 -0.684
O 2.857 -0.844 0.442
H 2.694 1.374 0.980
H 1.048 1.037 1.871
H 1.214 2.038 0.464
H 3.228 -1.393 -0.250
C -1.874 -0.357 -1.090
N -2.511 -0.251 0.243
H -1.838 -1.405 -1.444
H -0.867 0.084 -0.907
H -2.413 0.239 -1.838
H -2.384 -1.060 0.834
H -3.491 -0.017 0.240

Atom charges from the Löwdin analysis, given in e for atoms 1 to 2: atom 1 (C): 0.018, atom 2 (C): -0.532

---

No. 3
Entry from OMol25: a 2-piece molecular cluster, C2HCl3O2S overall at a distorted geometry (wB97M-V/def2-TZVPD).

Calculated values
Maximum force   0.0530 hartree/bohr
HOMO energy (alpha / beta)   -10.274 / -10.097 eV
Multiplicity   1
Frontier orbital gap (alpha / beta)   8.28 / 7.17 eV
Energy above the lowest of the compared OMol25 structures with the same formula, charge and spin   291.6 kJ/mol

CARTESIAN COORDINATES (ANGSTROEM)
C -0.350 0.420 0.089
C -1.203 1.393 0.068
O 2.310 2.526 0.543
O 2.680 1.319 -1.531
S 2.259 1.301 -0.149
Cl -2.866 1.091 0.322
Cl -0.662 3.093 0.055
Cl 3.370 -0.161 0.862
H -0.070 -0.511 -0.231

Atom charges from the Löwdin analysis, given in e for atoms 1 to 2: atom 1 (C): 0.008, atom 2 (C): -1.191